# 1
Entry from the OMol25 dataset: the ion C12H23FIN2O5P2S with charge -1 at a distorted geometry (ωB97M-V with the def2-TZVPD basis set).

HOMO-LUMO gap, Eh: 0.24007
E_LUMO, Eh: 0.091

```
! wB97M-V def2-TZVPD RIJCOSX def2/J DEFGRID3
* xyz -1 1
C -2.478 0.099 -2.848
C -1.639 0.107 -1.993
P -0.225 0.168 -0.670
C -1.143 1.692 0.033
C -0.477 2.774 0.884
C 0.619 3.665 0.302
C 1.174 0.275 0.595
C 2.117 -0.912 0.798
C 2.697 -0.915 2.221
I 3.892 0.786 2.673
N -1.141 -1.082 0.315
C -0.910 -1.288 1.706
C -1.429 -0.300 2.719
O -0.367 -2.296 2.104
C -2.463 -1.484 -0.013
C -2.678 -2.671 -0.912
O -3.426 -0.988 0.543
P 0.599 -1.602 -1.982
N 2.310 -1.356 -2.216
O 0.609 -2.949 -0.964
S 0.934 1.453 -2.252
O 0.769 0.775 -3.519
O 2.302 1.773 -1.932
F 0.176 2.873 -2.515
H -3.281 0.028 -3.544
H -1.664 2.165 -0.798
H -1.944 1.257 0.628
H -1.283 3.473 1.140
H -0.152 2.439 1.871
H 0.209 4.289 -0.489
H 0.968 4.345 1.080
H 1.479 3.144 -0.101
H 0.797 0.552 1.582
H 1.802 1.136 0.376
H 1.667 -1.895 0.710
H 2.975 -0.792 0.141
H 1.872 -0.941 2.929
H 3.271 -1.822 2.379
H -2.513 -0.253 2.644
H -1.061 0.700 2.517
H -1.107 -0.606 3.707
H -1.881 -2.818 -1.627
H -3.610 -2.496 -1.441
H -2.813 -3.531 -0.259
H 2.445 -1.233 -3.210
H 2.848 -2.145 -1.883
H 1.154 -3.593 -1.430
*
```

Atomic partial charges in e from the Mulliken method, atoms 1 to 6: atom 1 (C): -1.089, atom 2 (C): -0.262, atom 3 (P): 1.294, atom 4 (C): -1.055, atom 5 (C): -0.539, atom 6 (C): -1.386

# 2
Entry from the OMol25 dataset: an isolated molecule of C5H12N2O at a distorted geometry (ωB97M-V with the def2-TZVPD basis set).

Energy above the lowest of the compared OMol25 structures with the same formula, charge and spin, kJ/mol: 277.60
HOMO-LUMO gap, Eh: 0.35150
E_LUMO, Eh: 0.029
SMILES: CCN(C)C(=O)CN

```
! wB97M-V def2-TZVPD RIJCOSX def2/J DEFGRID3
* xyz 0 1
C 1.674 -0.554 2.025
C 0.622 0.149 1.078
N 0.444 -0.525 -0.203
C -0.078 -2.051 -0.147
C -0.216 0.137 -1.180
O -0.508 -0.442 -2.221
C -0.747 1.554 -0.930
N -1.772 1.942 -1.910
H 2.597 -0.777 1.608
H 1.707 0.013 2.928
H 1.412 -1.632 1.988
H -0.291 0.243 1.615
H 0.966 1.211 0.949
H -0.253 -2.262 -1.219
H 0.927 -2.399 0.227
H -0.986 -2.152 0.563
H -1.258 1.743 0.076
H 0.195 2.207 -1.100
H -1.912 1.255 -2.625
H -2.523 2.341 -1.523
*
```

Atomic partial charges in e from the Mulliken method, atoms 1 to 6: atom 1 (C): -1.434, atom 2 (C): -0.299, atom 3 (N): -0.102, atom 4 (C): -0.945, atom 5 (C): 0.672, atom 6 (O): -0.683

# 3
Entry from the OMol25 dataset: a structure of composition C6H12BrO4P at a distorted geometry (ωB97M-V with the def2-TZVPD basis set).

Energy above the lowest of the compared OMol25 structures with the same formula, charge and spin, kJ/mol: 391.86
HOMO-LUMO gap (spin up / spin down), Eh: 0.30293 / 0.30300
E_LUMO (spin up / spin down), Eh: 0.021 / 0.021

```
! wB97M-V def2-TZVPD RIJCOSX def2/J DEFGRID3
* xyz 0 1
C 0.146 1.109 -0.582
C -0.234 1.062 1.705
C 0.016 2.463 -1.153
C 1.535 -0.067 -2.163
C -3.087 -1.326 1.962
C 1.380 -1.628 1.149
O -1.005 0.232 -0.793
O 1.270 0.420 -0.816
O -2.382 -0.941 0.799
O 0.005 -1.484 0.751
P -0.954 -0.238 0.741
Br -1.385 2.482 2.074
H 0.368 3.269 -0.464
H -1.013 2.850 -1.327
H 0.438 2.451 -2.237
H 0.715 -0.839 -2.352
H 2.509 -0.525 -2.070
H 1.482 0.882 -2.716
H -3.868 -2.073 1.581
H -3.669 -0.480 2.500
H -2.315 -1.966 2.571
H 1.955 -1.967 0.320
H 1.395 -2.364 1.804
H 1.629 -0.654 1.467
*
```

Atomic partial charges in e from the Mulliken method, atoms 1 to 6: atom 1 (C): 0.695, atom 2 (C): -0.348, atom 3 (C): -1.204, atom 4 (C): -0.684, atom 5 (C): -0.628, atom 6 (C): -0.697

# 4
Entry from the OMol25 dataset: a cluster of 6 separate species, C42H91ClN6 in total at a distorted geometry (ωB97M-V with the def2-TZVPD basis set).

HOMO-LUMO gap, Eh: 0.36040
E_LUMO, Eh: -0.292

```
! wB97M-V def2-TZVPD RIJCOSX def2/J DEFGRID3
* xyz 4 1
C 3.949 -11.304 13.492
C 5.261 -11.697 12.851
C 5.398 -13.219 12.700
C 6.540 -13.547 11.770
N 6.973 -14.980 11.713
C 5.773 -15.871 11.441
C 6.338 -17.188 10.958
C 7.663 -16.805 10.270
C 7.822 -15.313 10.499
C 7.665 -15.431 12.961
H 3.112 -11.589 12.858
H 3.934 -10.229 13.665
H 3.822 -11.776 14.469
H 6.149 -11.339 13.380
H 5.340 -11.246 11.855
H 4.463 -13.663 12.358
H 5.612 -13.630 13.693
H 7.425 -12.947 12.013
H 6.346 -13.286 10.727
H 5.117 -15.910 12.308
H 5.215 -15.359 10.654
H 6.482 -17.884 11.784
H 5.630 -17.636 10.265
H 8.535 -17.339 10.646
H 7.609 -17.042 9.209
H 8.834 -14.990 10.740
H 7.428 -14.716 9.678
H 7.885 -16.488 13.010
H 6.951 -15.161 13.740
H 8.536 -14.786 13.032
C 6.726 -14.119 16.968
C 8.016 -14.434 17.712
C 9.017 -15.187 16.820
C 10.239 -15.599 17.629
N 11.306 -16.273 16.797
C 12.366 -16.789 17.754
C 13.379 -15.680 17.888
C 13.483 -15.202 16.440
C 12.036 -15.238 15.945
C 10.758 -17.351 15.928
H 6.856 -13.270 16.289
H 5.927 -13.847 17.655
H 6.367 -14.951 16.358
H 7.798 -15.015 18.611
H 8.525 -13.523 18.037
H 9.297 -14.543 15.978
H 8.527 -16.060 16.382
H 9.915 -16.271 18.419
H 10.704 -14.695 18.018
H 12.843 -17.672 17.326
H 11.905 -17.109 18.686
H 14.338 -16.075 18.222
H 13.117 -14.897 18.598
H 14.036 -15.951 15.866
H 13.924 -14.215 16.345
H 11.921 -15.455 14.884
H 11.566 -14.277 16.148
H 10.323 -16.895 15.042
H 10.061 -17.967 16.493
H 11.574 -17.981 15.574
C 10.165 -25.218 17.277
C 10.569 -25.699 15.876
C 9.995 -24.856 14.744
C 10.785 -23.579 14.568
N 10.216 -22.619 13.538
C 11.147 -21.421 13.329
C 10.225 -20.229 13.149
C 9.134 -20.502 14.177
C 8.901 -22.020 14.020
C 9.992 -23.309 12.234
H 9.095 -25.005 17.285
H 10.690 -24.284 17.506
H 10.457 -25.909 18.061
H 10.385 -26.760 15.720
H 11.667 -25.657 15.825
H 8.938 -24.630 14.912
H 10.027 -25.471 13.843
H 11.806 -23.766 14.228
H 10.832 -22.999 15.492
H 11.776 -21.658 12.474
H 11.701 -21.361 14.265
H 9.796 -20.230 12.146
H 10.796 -19.304 13.288
H 8.229 -19.953 13.931
H 9.457 -20.299 15.200
H 8.157 -22.134 13.237
H 8.585 -22.483 14.946
H 9.809 -22.578 11.449
H 9.166 -24.004 12.317
H 10.927 -23.801 11.961
C 14.469 -20.997 8.255
C 14.192 -19.610 8.832
C 14.338 -19.624 10.356
C 14.375 -18.220 10.926
N 14.830 -18.117 12.372
C 16.200 -18.734 12.640
C 15.979 -19.801 13.705
C 14.743 -19.267 14.461
C 13.874 -18.816 13.303
C 14.880 -16.669 12.700
H 13.780 -21.736 8.662
H 15.514 -21.290 8.324
H 14.278 -20.969 7.178
H 13.180 -19.289 8.585
H 14.932 -18.927 8.407
H 15.219 -20.209 10.642
H 13.521 -20.208 10.796
H 13.371 -17.791 10.916
H 15.113 -17.649 10.365
H 16.876 -17.980 13.044
H 16.650 -19.015 11.692
H 16.814 -19.906 14.393
H 15.755 -20.776 13.272
H 14.996 -18.518 15.213
H 14.276 -20.082 15.018
H 12.998 -18.200 13.496
H 13.624 -19.732 12.773
H 13.861 -16.267 12.699
H 15.484 -16.138 11.971
H 15.249 -16.537 13.716
C 15.729 -10.662 10.396
C 15.756 -11.900 11.272
N 14.626 -12.798 11.024
C 13.410 -12.778 11.667
C 12.638 -13.738 11.108
N 13.424 -14.356 10.157
C 14.605 -13.769 10.129
C 12.913 -15.301 9.163
H 15.499 -10.823 9.341
H 16.707 -10.180 10.370
H 15.026 -9.931 10.795
H 15.758 -11.575 12.310
H 16.695 -12.439 11.146
H 13.155 -12.021 12.388
H 11.639 -14.092 11.296
H 15.322 -13.927 9.338
H 12.219 -15.987 9.649
H 13.722 -15.842 8.683
H 12.342 -14.747 8.418
Cl 10.860 -16.680 12.220
*
```

Atomic partial charges in e from the Mulliken method, atoms 1 to 6: atom 1 (C): -1.333, atom 2 (C): -0.582, atom 3 (C): -0.089, atom 4 (C): -1.032, atom 5 (N): 0.461, atom 6 (C): -0.776

# 5
Entry from the OMol25 dataset: a structure of composition C4H11N4O2PdS at a distorted geometry (ωB97M-V with the def2-TZVPD basis set).

Energy above the lowest of the compared OMol25 structures with the same formula, charge and spin, kJ/mol: 185.46
HOMO-LUMO gap, Eh: 0.20332
E_LUMO, Eh: 0.107

```
! wB97M-V def2-TZVPD RIJCOSX def2/J DEFGRID3
* xyz -1 1
Pd 0.048 0.505 -0.451
N -0.855 -2.327 -1.157
C 0.242 -2.073 -2.103
C 1.580 -2.423 -1.457
C 2.593 -1.258 -1.468
O 3.751 -1.499 -1.837
O 2.149 -0.151 -1.033
H -0.888 -3.317 -0.936
H -1.753 -2.066 -1.546
H 0.224 -1.008 -2.355
H 0.105 -2.624 -3.046
H 2.031 -3.315 -1.892
H 1.381 -2.621 -0.399
N -0.144 0.938 2.414
N -0.912 2.071 2.487
C -1.429 2.676 1.364
N -2.118 3.850 1.692
S -1.301 2.136 -0.182
H -0.548 0.113 2.821
H 0.850 1.059 2.505
H -1.025 2.536 3.375
H -1.622 4.441 2.349
H -2.359 4.357 0.853
*
```

Atomic partial charges in e from the Mulliken method, atoms 1 to 6: atom 1 (Pd): -0.141, atom 2 (N): -0.517, atom 3 (C): -0.513, atom 4 (C): -0.469, atom 5 (C): 0.463, atom 6 (O): -0.758

# 6
Entry from the OMol25 dataset: a cluster of 6 separate species, C33H64F2O15 in total at a distorted geometry (ωB97M-V with the def2-TZVPD basis set).

HOMO-LUMO gap, Eh: 0.36266
E_LUMO, Eh: 0.025
SMILES: O=C1OC[C@@H](F)O1.COCCOCCOC.COCCOCCOC.COCCOCCOC.COCCOCCOC.Fc1ccccc1

```
! wB97M-V def2-TZVPD RIJCOSX def2/J DEFGRID3
* xyz 0 1
O 0.068 1.903 5.376
C -0.160 3.007 4.885
O -1.302 3.390 4.277
C -1.205 4.799 3.847
C 0.107 5.241 4.590
F -0.303 5.873 5.760
O 0.749 4.062 4.925
H -1.104 4.809 2.767
H -2.133 5.291 4.163
H 0.722 5.949 4.042
C -4.286 1.770 4.129
O -4.285 0.941 2.994
C -4.490 -0.389 3.353
C -4.817 -1.215 2.137
O -6.119 -0.893 1.750
C -6.630 -1.742 0.758
C -5.795 -1.740 -0.479
O -5.787 -0.443 -1.067
C -4.966 -0.348 -2.179
H -5.192 1.591 4.731
H -4.261 2.814 3.787
H -3.429 1.590 4.781
H -5.376 -0.377 4.016
H -3.626 -0.785 3.918
H -4.699 -2.317 2.336
H -4.066 -0.960 1.381
H -7.626 -1.400 0.528
H -6.701 -2.768 1.167
H -6.170 -2.435 -1.244
H -4.758 -2.043 -0.252
H -5.385 -0.883 -3.055
H -3.945 -0.766 -2.023
H -4.923 0.722 -2.448
C 3.418 -1.530 -0.272
O 4.797 -1.536 0.017
C 5.195 -2.756 0.550
C 6.638 -2.802 0.752
O 7.282 -2.924 -0.495
C 8.646 -3.176 -0.339
C 8.935 -4.649 -0.264
O 8.603 -5.200 -1.519
C 8.631 -6.607 -1.485
H 3.176 -0.639 -0.832
H 2.859 -1.617 0.667
H 3.172 -2.416 -0.875
H 4.863 -3.560 -0.117
H 4.722 -2.938 1.545
H 6.855 -3.687 1.417
H 6.967 -1.896 1.279
H 9.032 -2.729 0.604
H 9.169 -2.735 -1.192
H 8.312 -5.051 0.548
H 10.000 -4.904 -0.075
H 7.780 -7.025 -0.934
H 9.582 -7.000 -1.059
H 8.615 -6.972 -2.507
C -3.618 5.443 1.261
O -2.266 5.918 1.345
C -1.780 6.385 0.092
C -0.290 6.356 0.027
O 0.200 7.361 0.894
C 1.606 7.689 0.778
C 2.508 6.700 1.486
O 2.422 5.429 0.821
C 3.419 4.540 1.307
H -3.674 4.542 0.635
H -4.315 6.216 0.920
H -3.871 5.186 2.292
H -2.134 7.384 -0.228
H -2.077 5.679 -0.707
H -0.071 6.577 -1.027
H 0.108 5.367 0.236
H 1.657 8.674 1.239
H 1.851 7.823 -0.287
H 2.169 6.492 2.515
H 3.541 7.109 1.557
H 4.428 4.973 1.178
H 3.379 3.605 0.730
H 3.250 4.291 2.379
C 0.496 -2.742 -1.933
O -0.701 -2.603 -2.646
C -1.732 -3.376 -2.077
C -2.841 -3.658 -3.051
O -2.318 -4.431 -4.128
C -3.285 -5.063 -4.957
C -2.526 -5.761 -6.009
O -1.722 -6.762 -5.417
C -0.350 -6.407 -5.332
H 0.827 -3.785 -1.928
H 0.428 -2.341 -0.910
H 1.228 -2.158 -2.481
H -2.255 -2.900 -1.213
H -1.280 -4.334 -1.740
H -3.345 -2.762 -3.446
H -3.625 -4.257 -2.555
H -3.941 -4.265 -5.347
H -3.920 -5.766 -4.385
H -1.909 -5.063 -6.591
H -3.249 -6.186 -6.700
H 0.112 -6.271 -6.329
H 0.120 -7.262 -4.848
H -0.169 -5.512 -4.726
F 2.161 1.732 -0.188
C 0.855 1.569 -0.085
C 0.106 2.279 0.870
C -1.255 1.977 1.017
C -1.858 1.074 0.165
C -1.121 0.439 -0.851
C 0.231 0.701 -0.954
H 0.618 2.968 1.524
H -1.853 2.443 1.782
H -2.918 0.864 0.227
H -1.617 -0.205 -1.558
H 0.814 0.184 -1.709
*
```

Atomic partial charges in e from the Mulliken method, atoms 1 to 6: atom 1 (O): -0.578, atom 2 (C): 0.618, atom 3 (O): -0.141, atom 4 (C): 0.194, atom 5 (C): 0.688, atom 6 (F): -0.360

# 7
Entry from the OMol25 dataset: a cluster of 2 separate species, C21H27Br2Si in total at a distorted geometry (ωB97M-V with the def2-TZVPD basis set).

Energy above the lowest of the compared OMol25 structures with the same formula, charge and spin, kJ/mol: 113.56
HOMO-LUMO gap, Eh: 0.16974
E_LUMO, Eh: -0.204

```
! wB97M-V def2-TZVPD RIJCOSX def2/J DEFGRID3
* xyz 1 1
C 0.696 -2.932 -2.657
C 1.648 -1.754 -2.899
Si 2.738 -1.262 -1.501
C 3.651 -2.611 -0.653
C 4.270 -2.228 0.695
C 3.582 0.368 -1.658
C 2.697 1.544 -2.101
H -0.206 -0.390 1.001
H 0.160 -3.182 -3.578
H 1.253 -3.817 -2.345
H -0.031 -2.691 -1.880
H 2.407 -2.026 -3.653
H 1.116 -0.878 -3.310
H 3.026 -3.517 -0.585
H 4.433 -2.846 -1.391
H 4.836 -3.061 1.116
H 4.948 -1.384 0.581
H 3.492 -1.940 1.407
H 4.152 0.610 -0.743
H 4.337 0.142 -2.432
H 3.306 2.447 -2.227
H 2.218 1.326 -3.060
H 1.919 1.740 -1.361
Br -4.154 7.374 -0.716
C -3.230 5.787 -0.261
C -1.863 5.882 0.041
C -1.162 4.737 0.426
C -1.837 3.490 0.586
C -1.122 2.362 1.165
C -1.521 1.065 1.207
C -0.783 -0.097 1.829
C -1.516 -1.427 2.104
C -1.359 -2.246 3.238
C -1.996 -3.495 3.320
C -2.814 -3.912 2.253
Br -3.756 -5.554 2.389
C -2.989 -3.112 1.102
C -2.325 -1.884 1.065
C -3.179 3.410 0.146
C -3.884 4.547 -0.237
H -1.354 6.827 -0.007
H -0.109 4.794 0.654
H -0.098 2.600 1.474
H -2.349 0.860 0.525
H -0.015 0.172 2.578
H -0.690 -1.896 4.033
H -1.893 -4.106 4.218
H -3.621 -3.482 0.301
H -2.383 -1.319 0.117
H -3.709 2.458 0.184
H -4.940 4.506 -0.500
*
```

Atomic partial charges in e from the Mulliken method, atoms 1 to 6: atom 1 (C): -1.195, atom 2 (C): -0.318, atom 3 (Si): 0.205, atom 4 (C): -0.316, atom 5 (C): -1.220, atom 6 (C): -0.327

# 8
Entry from the OMol25 dataset: an isolated molecule of C3H6N2S at a distorted geometry (ωB97M-V with the def2-TZVPD basis set).

Energy above the lowest of the compared OMol25 structures with the same formula, charge and spin, kJ/mol: 272.86
HOMO-LUMO gap, Eh: 0.28092
E_LUMO, Eh: -0.035
SMILES: CN/N=C\C=S

```
! wB97M-V def2-TZVPD RIJCOSX def2/J DEFGRID3
* xyz 0 1
C -1.219 0.922 0.164
N -1.202 -0.418 -0.416
N -0.341 -1.377 -0.035
C 0.902 -1.163 0.123
C 1.732 -0.041 -0.237
S 3.365 0.014 -0.077
H -2.216 1.373 0.064
H -0.540 1.637 -0.413
H -0.942 0.988 1.249
H -2.149 -0.827 -0.538
H 1.397 -1.975 0.717
H 1.214 0.866 -0.601
*
```

Atomic partial charges in e from the Mulliken method, atoms 1 to 6: atom 1 (C): -0.803, atom 2 (N): -0.101, atom 3 (N): -0.451, atom 4 (C): 0.055, atom 5 (C): -0.147, atom 6 (S): -0.206